[1]
The following is a DFT calculation (ωB97M-V/def2-TZVPD) of C61H46BrFeO2P3Si as an isolated structure.

Expectation value of S²: 9.184
Net charge: +1
Spin multiplicity: 6
F_max (Eh/bohr): 0.0480
E_tot (a.u.): -7653.56299
Energy above the lowest of the compared OMol25 structures with the same formula, charge and spin (kcal/mol): 57.1
Kohn-Sham gap (spin up / spin down) (eV): 5.08 / 6.69

Last column: Mulliken spin population.
CARTESIAN COORDINATES (ANGSTROEM)
Fe (1.00204, -1.25126, 0.44593)  3.207
C (0.61112, -7.29816, -1.14864)  0.000
C (0.10092, -6.28853, -1.98104)  0.001
C (-0.18145, -5.05836, -1.41813)  0.002
C (-0.10526, -4.80911, -0.01260)  0.025
C (0.34943, -5.85629, 0.76599)  0.004
C (0.72471, -7.08647, 0.20119)  -0.001
P (-0.48995, -3.11644, 0.56427)  0.041
C (-0.62742, -3.26779, 2.37606)  0.347
C (0.58240, -2.85952, 3.13590)  -0.158
C (0.51448, -3.32552, 4.57720)  0.430
C (-0.49900, -4.05669, 5.17872)  -0.062
C (-1.63383, -4.30122, 4.39531)  0.361
C (-1.61902, -3.93030, 3.01010)  -0.061
C (-2.17780, -2.70035, 0.01825)  0.023
C (-3.24338, -3.62430, 0.00935)  -0.004
C (-4.53159, -3.18666, -0.12169)  0.001
C (-4.77524, -1.85436, -0.43329)  -0.001
C (-3.69715, -0.99806, -0.64322)  0.000
C (-2.41832, -1.39739, -0.36341)  -0.178
Si (-1.04280, -0.04778, -0.47890)  0.102
C (-1.66101, 1.39395, 0.64164)  -0.116
C (-2.48835, 0.90870, 1.66566)  -0.004
C (-3.10020, 1.76374, 2.56931)  0.003
C (-2.91596, 3.14208, 2.43115)  -0.027
C (-1.98335, 3.64926, 1.46794)  0.013
C (-1.38407, 2.78542, 0.55538)  0.012
P (-0.33339, 3.34898, -0.87271)  0.013
C (0.41354, 4.88786, -0.23521)  0.001
C (1.31047, 4.78033, 0.85472)  -0.002
C (2.05159, 5.88714, 1.32462)  0.000
C (1.85510, 7.08998, 0.65162)  0.000
C (0.91409, 7.26677, -0.36687)  0.000
C (0.19251, 6.14314, -0.75427)  0.000
C (-1.60420, 3.99929, -2.02355)  -0.002
C (-2.74439, 4.64931, -1.55104)  0.001
C (-3.51299, 5.41979, -2.38615)  0.000
C (-3.24126, 5.50110, -3.75081)  0.000
C (-2.20216, 4.74464, -4.28887)  0.000
C (-1.39923, 4.01434, -3.43501)  -0.001
C (-0.59072, 0.15016, -2.37725)  -0.103
C (-1.53630, 0.47952, -3.39224)  0.004
C (-1.09613, 0.78209, -4.65522)  -0.001
C (0.24411, 0.85827, -4.97493)  0.001
C (1.16587, 0.53346, -4.03283)  -0.012
C (0.76628, 0.14877, -2.75180)  0.090
P (1.88045, -0.44323, -1.46607)  -0.058
C (3.23835, 0.76275, -1.30196)  -0.009
C (3.15237, 1.67920, -0.26565)  -0.018
C (4.24700, 2.50463, -0.03799)  -0.005
C (5.38013, 2.44294, -0.86684)  0.001
C (5.43140, 1.52764, -1.93811)  0.000
C (4.36801, 0.67307, -2.08648)  0.009
C (2.46872, -2.08989, -2.02305)  -0.022
C (2.79487, -3.08826, -1.08434)  0.027
C (3.16747, -4.34150, -1.59261)  -0.008
C (3.15860, -4.65318, -2.93919)  0.002
C (2.75629, -3.69805, -3.87333)  0.001
C (2.37683, -2.43225, -3.39656)  0.005
H (0.90337, -8.21796, -1.56617)  0.000
H (-0.06090, -6.46892, -3.03348)  0.000
H (-0.52009, -4.29147, -2.07020)  0.000
H (0.51450, -5.69122, 1.81961)  -0.002
H (1.13636, -7.84913, 0.86343)  0.000
H (2.52421, -2.83118, 2.50582)  -0.003
H (1.40695, -2.98988, 5.12245)  0.000
H (-0.41907, -4.38903, 6.18414)  0.004
H (-2.54446, -4.65033, 4.90283)  0.003
H (-2.55696, -4.19392, 2.45401)  0.026
H (-3.08042, -4.63151, 0.25584)  0.001
H (-5.36797, -3.86537, -0.00134)  0.000
H (-5.77008, -1.46386, -0.58936)  0.000
H (-3.84139, 0.03311, -0.83741)  -0.001
H (-2.76481, -0.11109, 1.58171)  0.018
H (-3.79369, 1.34405, 3.31373)  -0.004
H (-3.34415, 3.75515, 3.21215)  0.004
H (-1.72438, 4.72804, 1.48861)  0.001
H (1.52751, 3.83152, 1.26800)  -0.001
H (2.83313, 5.78460, 2.09627)  0.000
H (2.50251, 7.92936, 0.94958)  0.000
H (0.75083, 8.20854, -0.86553)  0.000
H (-0.47311, 6.20701, -1.59910)  0.000
H (-3.02626, 4.60032, -0.53438)  -0.001
H (-4.38970, 5.97059, -2.02117)  0.000
H (-3.78740, 6.21314, -4.37088)  0.000
H (-2.10949, 4.78479, -5.35009)  0.000
H (-0.55935, 3.47109, -3.84046)  0.000
H (-2.61824, 0.45058, -3.22636)  -0.001
H (-1.87767, 1.09246, -5.35833)  0.000
H (0.52081, 1.16803, -5.96017)  0.000
H (2.23350, 0.53469, -4.26651)  0.001
H (2.27286, 1.75990, 0.33846)  -0.009
H (4.21062, 3.11245, 0.81840)  -0.001
H (6.24942, 3.01938, -0.61606)  0.000
H (6.36537, 1.40940, -2.54189)  0.000
H (4.38873, -0.08809, -2.85901)  0.000
H (2.93790, -2.88314, -0.02974)  -0.006
H (3.50581, -5.10787, -0.88220)  0.000
H (3.45529, -5.64187, -3.29837)  0.000
H (2.80466, -3.92587, -4.91308)  0.000
H (2.06097, -1.62116, -4.07388)  0.001
Br (2.60537, 1.63922, 3.28727)  0.010
C (0.94290, 1.03112, 3.96380)  0.162
C (0.27406, 2.03398, 4.71565)  -0.072
C (-0.91962, 1.75755, 5.40912)  0.154
C (-1.45221, 0.44811, 5.33261)  -0.077
C (-0.80625, -0.50300, 4.58321)  0.122
C (0.39116, -0.24407, 3.87781)  0.123
C (0.89707, -1.28976, 3.04024)  0.399
O (1.76220, -3.49300, 2.48521)  0.080
O (1.85023, -0.98562, 2.04475)  0.181
H (0.61137, 3.03033, 4.73594)  0.003
H (-1.42484, 2.54983, 5.98287)  0.003
H (-2.33566, 0.14877, 5.92987)  0.000
H (-1.25473, -1.47617, 4.62326)  0.007


[2]
The following is a DFT calculation (ωB97M-V/def2-TZVPD) of C7H10 in the gas phase.

SMILES string: C#C/C(=C\C)CC
F_max (Eh/bohr): 0.1628
E_tot (a.u.): -272.59558
Energy above the lowest of the compared OMol25 structures with the same formula, charge and spin (kcal/mol): 76.8
Kohn-Sham gap (eV): 9.38

Last column: natural (NBO) charge in e.
CARTESIAN COORDINATES (ANGSTROEM)
C (-0.47704, 0.81850, 2.39306)  -0.256
C (-0.21788, 0.49393, 1.17405)  -0.023
C (-0.02099, 0.21745, -0.25931)  -0.100
C (1.12795, 0.67607, -0.94350)  -0.102
C (2.22434, 1.56763, -0.26250)  -0.654
C (-1.02506, -0.76801, -0.86385)  -0.420
C (-1.73417, -1.78605, 0.04978)  -0.609
H (-0.74349, 0.95516, 3.40454)  0.238
H (1.30125, 0.32310, -1.85377)  0.185
H (3.12495, 1.06544, -0.60768)  0.217
H (2.20429, 1.79518, 0.84630)  0.241
H (2.15316, 2.50591, -0.79587)  0.219
H (-0.44581, -1.38303, -1.55953)  0.211
H (-1.77117, -0.21419, -1.41049)  0.213
H (-2.10990, -1.35548, 0.99818)  0.224
H (-1.06482, -2.64699, 0.26557)  0.206
H (-2.52563, -2.26463, -0.57499)  0.212


[3]
The following is a DFT calculation (ωB97M-V/def2-TZVPD) of C7H7NO3 in the gas phase.

SMILES string: NC(=O)c1c(O)cccc1O
F_max (Eh/bohr): 0.1295
E_tot (a.u.): -551.37741
Energy above the lowest of the compared OMol25 structures with the same formula, charge and spin (kcal/mol): 42.7
Kohn-Sham gap (eV): 8.83

Last column: natural (NBO) charge in e.
CARTESIAN COORDINATES (ANGSTROEM)
N (-2.52863, 1.07572, -0.19330)  -0.807
C (-1.69222, -0.01288, 0.01518)  0.699
O (-2.23235, -1.14795, 0.40225)  -0.689
C (-0.16438, 0.07468, 0.00464)  -0.337
C (0.63951, 1.09185, -0.05688)  0.409
O (-0.08843, 2.24939, -0.10661)  -0.703
C (2.02489, 1.12264, 0.10796)  -0.336
C (2.68299, -0.07023, 0.10276)  -0.165
C (1.91211, -1.21512, -0.01257)  -0.304
C (0.47409, -1.16460, 0.04233)  0.416
O (-0.15042, -2.32957, -0.32372)  -0.706
H (-2.24415, 2.04444, -0.13696)  0.437
H (-3.48514, 0.68302, 0.02482)  0.419
H (0.63603, 2.97210, 0.11640)  0.484
H (2.47416, 2.24195, 0.37441)  0.201
H (3.73906, -0.09429, -0.01473)  0.223
H (2.24725, -2.20724, -0.12976)  0.230
H (-1.15915, -2.30294, 0.12294)  0.529